Entry 1:
{
  "formula": "C26H49Br14NO2",
  "method": "ωB97M-V/def2-TZVPD",
  "smiles": "c1cc[nH]c1.C1CCOC1.C1CCOC1.BrCCBr.BrCCBr.BrCCBr.BrCCBr.BrCCBr.BrCCBr.BrCCBr",
  "charge": 0,
  "gap_ha": 0.3092,
  "homo_ev": -8.4268,
  "symbols": ["C", "Br", "H", "C", "H", "H", "C", "C", "C", "Br", "Br", "H", "C", "C", "H", "Br", "C", "C", "H", "H", "Br", "C", "H", "H", "H", "O", "C", "H", "C", "C", "H", "H", "H", "C", "H", "H", "Br", "Br", "O", "H", "Br", "C", "H", "C", "H", "C", "H", "Br", "H", "C", "H", "H", "H", "H", "H", "H", "H", "Br", "H", "H", "C", "H", "C", "C", "H", "C", "C", "H", "Br", "H", "H", "H", "C", "H", "Br", "H", "H", "H", "Br", "H", "H", "H", "H", "H", "C", "C", "N", "H", "H", "H", "Br", "H"],
  "coordinates": [[-0.7069, -0.7614, -1.5351], [4.0144, 2.1673, 7.5411], [-6.6091, -4.7674, -6.1716], [-6.3501, -4.6764, -7.2265], [5.2456, -5.7580, 4.9987], [-6.7621, 0.5927, -2.7807], [-6.8451, 2.4824, -3.7662], [3.1770, -5.6338, -5.0571], [6.3130, 6.0960, 1.2116], [3.7033, -3.7912, -5.3573], [1.4479, 5.1630, 4.7891], [1.1652, -0.2056, -2.3711], [-7.5078, 1.2312, -3.2544], [6.0063, 7.4509, 1.9551], [6.7711, 6.3783, 0.2636], [1.8688, 7.2524, -4.3363], [6.7347, -5.4798, 3.6437], [-4.0475, 3.0520, 5.5954], [0.6955, 5.3100, -6.2004], [-4.4243, 3.3762, 3.4973], [-1.3107, -2.1661, -2.7814], [5.2861, -5.4736, 3.9473], [2.8410, -6.0842, -7.1884], [-7.8933, -4.6828, 3.3120], [8.1619, 5.0475, 1.5121], [7.0788, -4.2706, 3.0180], [2.4939, 2.9754, 6.5744], [-1.2665, 0.1550, -1.7229], [-8.1118, -4.7356, 2.2454], [2.8600, 4.3594, 5.9819], [3.1027, 5.0934, 6.7503], [-3.7567, 4.0293, 5.9513], [-9.1686, -3.5577, 0.7738], [-9.1562, -3.6823, 1.8566], [7.3178, -5.5699, 4.5602], [1.6360, 3.0442, 7.2432], [-6.4470, -4.2166, 1.2413], [1.6415, -7.8383, -6.0328], [6.7598, 7.4384, 3.1489], [-7.5994, 3.1763, -4.1373], [-8.7882, 1.7895, -1.8214], [7.2940, 5.3708, 2.0868], [7.1196, -6.3303, 3.0810], [-6.7191, -5.8282, -8.1337], [4.9538, -3.5046, 4.6430], [5.8529, -3.6441, 2.6295], [-8.7871, -2.7318, 2.2419], [-6.0049, -7.4793, -7.3041], [7.8475, 5.7809, 4.0035], [-4.2651, 1.9101, 6.3019], [2.6492, -5.6787, -4.1045], [6.9239, 4.4485, 2.5347], [-4.7493, -0.1496, 5.5548], [-6.3744, -5.7095, -9.1610], [6.4545, 8.2309, 1.3397], [-8.1137, 0.7346, -4.0122], [4.0357, -6.2865, -4.9000], [1.7595, 3.0811, -6.5570], [1.4942, 4.7990, -3.9417], [6.0166, -2.5671, 2.5919], [0.8224, -0.6513, -1.4374], [5.4340, 5.4619, 1.0958], [7.7548, 6.4162, 3.1226], [2.1198, 5.3100, -4.6736], [4.8010, -6.1606, 3.2538], [-4.7624, 1.4576, 4.1360], [4.9009, -4.0260, 3.6872], [-6.3451, 3.1104, -3.0288], [-10.9605, -4.0303, 2.4375], [-1.2701, -1.0325, -0.6421], [3.8489, -4.0679, 3.4052], [-4.9829, 1.0795, 3.1487], [-4.5908, 0.9030, 5.3726], [-4.0655, 1.7835, 7.3557], [-5.4259, 2.1047, -5.0485], [1.4119, -5.4207, -6.3411], [5.4918, -3.9042, 1.6344], [-5.2738, -4.5487, -7.3414], [-7.2764, -3.1105, -8.0393], [2.3104, 2.3683, 5.6879], [1.3428, -1.5991, -1.2992], [8.7927, 6.6594, 2.8953], [3.7229, 4.1500, 5.3498], [-7.8025, -5.9470, -8.1435], [2.3099, -6.0300, -6.2381], [1.7410, 5.0083, -6.1370], [-4.4222, 2.7775, 4.3107], [2.2877, 5.4567, -6.9665], [-8.3663, -5.7598, 1.9728], [4.9931, 7.8017, 2.1513], [1.3218, 0.5649, 0.0464], [3.1777, 5.1195, -4.4929]],
  "mulliken_charge": [-0.683, -0.150, 0.413, -0.579, 0.266, 0.365, -0.676, -0.543, -0.415, -0.156, -0.165, 0.334, -0.500, -0.426, 0.284, -0.154, -0.469, -0.447, 0.339, 0.195, -0.156, -0.418, 0.358, 0.348, 0.272, -0.406, -0.521, 0.399, -0.524, -0.606, 0.389, 0.370, 0.374, -0.648, 0.251, 0.371, -0.158, -0.159, -0.432, 0.398, -0.170, -0.522, 0.272, -0.626, 0.255, -0.406, 0.375, -0.172, 0.290, -0.434, 0.360, 0.266, 0.379, 0.402, 0.223, 0.355, 0.382, -0.157, 0.356, 0.302, -0.484, 0.241, -0.369, -0.524, 0.279, -0.411, -0.481, 0.380, -0.146, 0.375, 0.303, 0.371, -0.388, 0.376, -0.153, 0.364, 0.251, 0.362, -0.176, 0.347, 0.376, 0.289, 0.335, 0.376, -0.606, -0.592, -0.009, 0.379, 0.378, 0.298, -0.164, 0.353]
}

Entry 2:
{
  "formula": "C5H11NOS",
  "method": "ωB97M-V/def2-TZVPD",
  "charge": 0,
  "gap_ha": 0.2301,
  "de_lowest_kcal_mol": 120.9,
  "homo_ev": -8.8051,
  "symbols": ["H", "H", "H", "N", "C", "C", "H", "H", "H", "H", "H", "S", "C", "C", "H", "H", "H", "O", "C"],
  "coordinates": [[-1.9651, -1.9905, -0.3077], [0.4896, 1.5468, 1.9517], [0.9190, -1.9003, -1.2002], [1.2739, 0.3144, 0.3768], [0.7719, 1.2215, -0.6641], [0.3217, -0.7793, 0.5840], [-2.4451, 0.8111, 0.3781], [0.2933, 0.6348, -1.4411], [-1.2417, -2.9156, -1.6584], [1.6485, 0.3308, 2.4373], [-0.0824, 1.8272, -0.3468], [-1.5214, -0.6566, -2.2832], [-1.1971, -2.0003, -1.0780], [1.4025, 1.0248, 1.6413], [-2.2120, 1.4615, 0.1102], [2.1441, 1.8148, 1.5237], [1.5632, 1.7932, -1.1417], [-0.2498, -0.8252, 1.6408], [0.0870, -1.7130, -0.5228]],
  "mulliken_charge": [0.300, 0.330, 0.383, -0.085, -0.667, 0.640, -0.026, 0.120, 0.342, 0.322, 0.198, -0.188, -0.477, -0.889, 0.030, 0.321, 0.340, -0.494, -0.500]
}

Entry 3:
{
  "formula": "H26O13",
  "method": "ωB97M-V/def2-TZVPD",
  "charge": 0,
  "gap_ha": 0.4039,
  "de_lowest_kcal_mol": 75.0,
  "homo_ev": -11.1655,
  "symbols": ["H", "O", "H", "H", "H", "H", "H", "H", "H", "O", "H", "O", "H", "H", "O", "H", "O", "O", "H", "H", "H", "O", "O", "H", "H", "H", "H", "H", "H", "H", "H", "H", "H", "H", "O", "O", "O", "O", "O"],
  "coordinates": [[-5.0630, 3.0277, 0.5487], [-4.5762, 2.4528, 1.1393], [5.8070, -1.9884, 0.4392], [-2.3180, -3.6247, -4.2100], [-5.1506, 1.6977, 1.2667], [-4.5190, 0.1710, -1.8890], [-5.4192, 1.2373, -2.4760], [-1.3114, -2.6339, 3.4322], [-0.4761, 3.2358, -2.1330], [6.1460, -1.1997, 0.0158], [-2.6064, 3.3585, 4.1598], [-3.3128, -2.6713, 0.4717], [-0.1482, -0.0315, 0.6609], [4.5660, 3.9383, -1.2117], [0.6792, 0.1735, 0.2255], [-3.0095, 4.0535, 5.4429], [5.2494, 3.3557, -1.5429], [3.1975, -2.8406, -3.3248], [4.9950, 2.4866, -1.2327], [2.7383, -4.1741, 0.5736], [4.0469, -3.2816, -3.3051], [1.3833, 4.2859, 1.8462], [-1.7651, -3.2611, -3.5184], [-0.8726, -3.3518, -3.8520], [-0.2412, -2.1078, 4.3650], [-0.9438, 4.6472, -2.4178], [2.2814, -4.5583, 1.9648], [-4.1748, -3.0650, 0.6069], [-3.1371, -2.7929, -0.4613], [1.0009, -0.6715, -0.0886], [1.4407, 3.4315, 1.4186], [3.0691, -2.6081, -4.2444], [6.7677, -1.5252, -0.6352], [1.4508, 4.0915, 2.7810], [-0.8466, -2.8393, 4.2434], [3.0617, -4.3256, 1.4616], [-0.6677, 3.8394, -2.8508], [-5.0728, 0.3613, -2.6461], [-2.2488, 3.7070, 4.9764]],
  "mulliken_charge": [0.317, -0.636, 0.317, 0.318, 0.319, 0.312, 0.310, 0.307, 0.313, -0.629, 0.321, -0.638, 0.313, 0.321, -0.616, 0.313, -0.638, -0.620, 0.316, 0.313, 0.312, -0.640, -0.623, 0.312, 0.322, 0.320, 0.318, 0.312, 0.322, 0.306, 0.316, 0.310, 0.312, 0.320, -0.633, -0.629, -0.635, -0.619, -0.636]
}

Entry 4:
{
  "formula": "C39H43MnN4O2P2",
  "method": "ωB97M-V/def2-TZVPD",
  "s_squared": 0.77,
  "charge": 1,
  "gap_ha": [0.2965, 0.3000],
  "spin_multiplicity": 2,
  "homo_ev": [-10.4344, -10.3809],
  "symbols": ["C", "C", "H", "H", "N", "C", "H", "C", "C", "H", "P", "H", "C", "N", "C", "C", "H", "H", "N", "C", "C", "C", "H", "C", "C", "H", "H", "H", "H", "H", "C", "C", "H", "C", "H", "C", "H", "H", "C", "C", "H", "H", "C", "H", "N", "H", "H", "C", "H", "C", "H", "O", "C", "H", "C", "C", "H", "H", "C", "H", "C", "H", "C", "H", "H", "H", "H", "C", "H", "O", "H", "Mn", "H", "H", "C", "H", "C", "H", "C", "C", "C", "H", "H", "C", "C", "H", "P", "H", "C", "C", "C"],
  "coordinates": [[2.5432, -3.8690, -1.5606], [0.1867, -5.5806, 0.2320], [2.6582, -3.1438, 1.7152], [4.0325, -2.8972, 0.6300], [2.3268, 0.2645, 0.8719], [-2.4741, -0.4918, 2.0758], [2.5934, 4.2198, -0.3635], [-3.1599, -0.9613, 4.7243], [3.4881, 2.5451, -3.1304], [3.4762, 0.4918, -1.2672], [0.5893, -2.9264, 0.1379], [-0.8106, 4.7054, -1.8636], [-2.0821, 3.7607, -0.4239], [-0.2389, -2.5660, -1.2672], [2.5074, 1.5369, 0.2259], [1.4594, 5.0345, 1.2373], [1.5546, 6.0457, 0.8668], [3.3532, -4.5181, 0.8343], [2.1814, -3.1888, -0.3283], [-3.5769, -0.2891, -0.5666], [-3.4385, -1.9202, 3.7596], [4.6556, 3.5114, -1.2668], [0.4788, -5.4926, -0.8137], [1.9306, 2.6784, 0.9749], [2.9003, -0.2544, 1.8029], [-1.4979, -4.2240, -1.2599], [5.9061, 5.1863, -1.7163], [-4.8781, -0.3398, 1.1446], [1.7394, -3.7792, -2.2881], [-1.6334, -4.7270, 2.1614], [-4.6834, -0.1913, -2.7051], [-3.5205, -0.2224, -1.9570], [-0.7175, -3.2480, 2.5011], [-1.0073, 3.7993, -1.3059], [-1.6635, 1.3657, 2.7610], [-2.5136, 0.2129, 4.3701], [5.3654, 5.1702, -4.1280], [-0.6955, -6.2216, 0.2852], [2.0499, 3.9987, 0.5376], [4.0478, 3.4899, -3.9734], [-3.4450, -1.1337, 5.7522], [0.2784, 5.5908, 2.9420], [1.2016, 2.4380, 2.1460], [-3.2811, -2.4395, 1.6810], [-0.1234, -4.2702, 0.7828], [-2.5570, -0.1674, -2.4501], [2.7489, -4.9322, -1.3983], [4.9165, 4.4442, -3.4654], [1.0120, -0.8372, -1.4966], [-4.8146, -0.3081, 0.0669], [0.6652, 2.7894, -2.1566], [3.3945, -0.8318, 2.6718], [-1.5692, 1.4818, 0.0321], [0.0128, -4.8371, 2.8159], [-0.6400, -4.2726, 2.1447], [0.2734, -1.4662, -2.0733], [-3.2609, 2.5159, 0.8791], [0.8160, -1.8330, -2.9519], [-5.9769, -0.2748, -0.6878], [-2.7033, 4.6352, -0.2877], [-2.1653, 0.4504, 3.0497], [-3.9240, -2.8460, 4.0364], [-0.4117, 1.5236, -0.7676], [-2.2726, 0.9467, 5.1271], [4.9132, 3.5029, -0.2162], [2.8161, 1.7911, -3.5221], [3.4428, -3.4106, -1.9777], [-2.3878, 2.5896, 0.2421], [-2.0293, -2.8910, -2.2835], [0.5524, -1.7853, 1.0945], [-6.8267, -0.2125, -2.6520], [0.3819, -0.1585, -0.0603], [-0.6956, -3.9430, -2.8185], [-0.5520, -0.8527, -2.4461], [-5.9164, -0.2260, -2.0702], [-6.9338, -0.2840, -0.1856], [3.1044, -3.4547, 0.7721], [0.9970, -6.0706, 0.7811], [-0.1728, 2.7050, -1.4739], [-1.1566, -3.4586, -1.9507], [3.2217, 1.4884, -0.9135], [3.8156, 3.4791, -5.0292], [0.0805, 3.2722, 3.7627], [0.6258, 3.4798, 2.8514], [-3.0834, -1.6932, 2.4419], [1.0767, 1.4259, 2.5161], [-1.9887, -0.2752, 0.3427], [-4.6289, -0.1387, -3.7833], [5.2220, 4.4492, -2.1126], [0.7476, 4.7830, 2.3986], [3.7673, 2.5573, -1.7642]],
  "lowdin_spin": [0.000, 0.000, 0.000, 0.000, -0.001, -0.002, 0.000, -0.001, 0.002, 0.001, 0.001, 0.000, 0.002, -0.001, -0.002, 0.000, 0.000, 0.000, 0.000, -0.003, 0.000, 0.002, 0.000, 0.000, 0.002, 0.000, 0.000, 0.000, 0.000, 0.000, 0.000, 0.000, 0.000, -0.002, 0.000, 0.000, 0.000, 0.000, -0.002, 0.000, 0.000, 0.000, -0.002, 0.000, 0.000, 0.000, 0.000, 0.001, 0.000, 0.000, 0.000, 0.003, 0.001, 0.000, 0.000, -0.005, 0.000, 0.000, 0.000, 0.000, -0.001, 0.000, -0.011, 0.000, 0.000, 0.000, 0.000, -0.002, 0.000, 0.013, 0.000, 0.987, 0.000, 0.000, 0.000, 0.000, 0.000, 0.000, 0.003, 0.000, 0.025, 0.000, 0.000, 0.000, -0.001, 0.000, -0.008, 0.000, 0.000, -0.002, 0.003]
}

Entry 5:
{
  "formula": "C4H13N2O2",
  "method": "ωB97M-V/def2-TZVPD",
  "charge": 1,
  "gap_ha": 0.3971,
  "de_lowest_kcal_mol": 32.8,
  "homo_ev": -13.8579,
  "symbols": ["C", "C", "H", "N", "H", "H", "H", "H", "H", "H", "C", "H", "H", "O", "H", "N", "H", "O", "H", "C", "H"],
  "coordinates": [[-1.9054, -1.9086, -1.9614], [1.9376, 0.4697, 1.6385], [0.6308, 1.8905, 0.7457], [1.0403, -0.7166, 1.2836], [-2.0426, -2.2595, -2.9783], [1.9254, 1.2775, -0.3364], [-2.8445, 1.0516, -0.6319], [1.6945, 0.7115, 2.6718], [1.3517, -1.1451, 0.4077], [2.4552, 3.3771, 0.4564], [-2.1923, 0.1808, -0.7435], [-2.3179, -2.6444, -1.2685], [-0.8397, -1.8363, -1.7568], [2.5158, 2.6597, 1.0972], [2.9546, 0.0826, 1.6319], [-2.5154, -0.6090, -1.7588], [0.0630, -0.3942, 1.0569], [-1.2537, 0.0104, 0.0275], [-3.3545, -0.3554, -2.2509], [1.6790, 1.6070, 0.6795], [1.0181, -1.4493, 1.9899]],
  "mulliken_charge": [-0.734, -0.607, 0.312, -0.272, 0.334, 0.322, 0.380, 0.328, 0.356, 0.323, -0.021, 0.290, 0.201, -0.510, 0.374, -0.131, 0.409, -0.669, 0.254, -0.308, 0.369]
}